No. 1
DFT (the ωB97M-V functional and the def2-TZVPD basis) results for one molecule with the formula C20H27NO2.

## Properties
Relative energy (zero: lowest compared OMol25 entry of this formula, charge and spin): 23.1 kcal/mol
2S+1: 1
Lowest unoccupied orbital energy: 0.82 eV
Energy: -26763.467 eV
Structure (SMILES): C[C@@H]1CN(CCCCOc2ccc3ccccc3c2)C[C@H](C)O1

Cartesian coordinates (Å):
C -4.80861 -2.70854 1.13427
C -4.36577 -1.53472 0.27219
C -3.47818 -0.55949 1.05207
N -3.11886 0.55912 0.19924
C -2.18424 1.47469 0.83397
C -0.75892 0.92391 0.84008
C -0.28334 0.60633 -0.57476
C 1.13130 0.03905 -0.58726
O 2.01221 1.04815 -0.13716
C 3.34108 0.77481 -0.06749
C 4.14205 1.84683 0.39422
C 5.49122 1.70847 0.50879
C 6.12828 0.49404 0.17063
C 7.52170 0.31893 0.27551
C 8.10452 -0.87143 -0.06214
C 7.31571 -1.93742 -0.51898
C 5.96023 -1.79718 -0.63082
C 5.32900 -0.58275 -0.29119
C 3.93201 -0.41824 -0.40171
C -4.32936 1.22266 -0.24987
C -5.20384 0.22455 -1.01621
C -6.50761 0.85691 -1.48197
O -5.52631 -0.88013 -0.19681
H -3.94439 -3.26663 1.48322
H -5.37119 -2.34399 1.98953
H -5.45095 -3.36503 0.55465
H -3.78832 -1.89892 -0.59658
H -2.57217 -1.07737 1.36778
H -4.02379 -0.21984 1.95210
H -2.19280 2.40292 0.25694
H -2.49267 1.71632 1.86650
H -0.09729 1.66750 1.28601
H -0.70491 0.02213 1.45227
H -0.29764 1.51743 -1.17417
H -0.96399 -0.11415 -1.02797
H 1.40469 -0.26898 -1.60637
H 1.19498 -0.83751 0.07303
H 3.64346 2.76936 0.64801
H 6.09545 2.53199 0.86156
H 8.12294 1.14506 0.62844
H 9.17397 -0.99941 0.02018
H 7.78945 -2.87209 -0.78243
H 5.35174 -2.61837 -0.98322
H 3.35161 -1.25620 -0.75661
H -4.05534 2.04505 -0.91410
H -4.91107 1.62906 0.59762
H -4.62478 -0.13515 -1.88544
H -7.10781 0.11527 -2.00086
H -6.30416 1.68794 -2.15124
H -7.06928 1.21505 -0.62341

Cartesian forces, eV/Å:
C 0.0 0.4 -0.3
C 0.3 -0.3 0.4
C -0.1 -0.2 -0.3
N -0.1 0.1 0.1
C 0.2 -0.1 0.1
C -0.2 0.1 -0.3
C 0.5 -0.1 0.4
C -0.4 -0.2 -0.3
O 0.2 0.2 0.1
C 0.2 -0.3 -0.1
C 0.1 0.1 0.0
C -0.3 0.1 0.0
C -0.1 -0.3 -0.1
C 0.1 -0.1 0.0
C 0.1 0.2 0.1
C -0.2 -0.1 -0.1
C 0.1 -0.1 0.0
C 0.3 0.3 0.1
C -0.5 0.1 0.0
C -0.1 -0.3 -0.2
C 0.0 0.5 -0.2
C 0.4 -0.3 0.2
O -0.1 0.0 0.1
H 0.1 -0.1 0.1
H -0.1 0.0 0.1
H 0.0 -0.1 0.0
H -0.1 0.1 0.1
H 0.0 0.0 0.1
H 0.0 0.0 0.0
H 0.0 0.0 0.0
H 0.0 0.1 -0.1
H 0.0 0.0 0.1
H 0.1 0.0 0.1
H 0.0 0.0 -0.1
H 0.0 0.0 -0.1
H 0.0 0.0 0.1
H 0.0 0.0 -0.1
H 0.0 0.1 0.0
H 0.0 0.1 0.0
H 0.1 0.1 0.0
H 0.1 0.0 0.0
H 0.0 -0.1 0.0
H 0.0 -0.1 0.0
H -0.1 0.0 0.0
H 0.0 0.0 0.0
H 0.0 0.0 0.0
H -0.1 0.1 0.1
H -0.1 0.0 -0.1
H 0.0 0.1 -0.1
H -0.1 0.1 0.1

No. 2
DFT (the ωB97M-V functional and the def2-TZVPD basis) results for one molecule with the formula C6H9N.

## Properties
Relative energy (zero: lowest compared OMol25 entry of this formula, charge and spin): 12.6 kcal/mol
2S+1: 1
Lowest unoccupied orbital energy: 1.03 eV
Energy: -7857.612 eV
Structure (SMILES): Cc1c[nH]c(C)c1

Cartesian coordinates (Å):
C -2.56935 -0.43412 0.00169
C -1.13482 -0.08719 -0.34936
C -0.71792 1.20265 -0.18537
N 0.65201 1.23762 -0.06628
C 1.12921 -0.05331 -0.12472
C 2.56931 -0.34686 0.15613
C 0.06103 -0.88458 -0.37010
H -2.82119 0.31609 0.75355
H -2.59141 -1.38948 0.53322
H -3.37379 -0.40915 -0.75403
H -1.34966 2.07410 -0.09417
H 1.13703 1.98825 0.40350
H 2.82053 -0.14838 1.20948
H 2.79647 -1.39879 -0.04021
H 3.22749 0.27093 -0.46400
H 0.16504 -1.93777 -0.60931

Cartesian forces, eV/Å:
C 0.0 0.0 0.1
C 0.0 0.3 0.2
C -0.1 0.0 0.1
N 0.0 -0.1 0.2
C 0.0 0.0 -0.1
C 0.1 0.0 -0.1
C 0.1 0.0 -0.1
H -0.4 -0.1 0.0
H -0.1 0.0 -0.3
H 0.7 -0.1 0.0
H 0.3 0.1 0.1
H 0.0 -0.1 -0.3
H -0.1 0.0 -0.2
H -0.1 0.2 0.0
H 0.0 -0.1 0.1
H -0.2 0.1 0.3

No. 3
DFT (the ωB97M-V functional and the def2-TZVPD basis) results for one molecule with the formula C4H7BO2S.

## Properties
Relative energy (zero: lowest compared OMol25 entry of this formula, charge and spin): 39.4 kcal/mol
2S+1: 1
Lowest unoccupied orbital energy: -0.54 eV
Energy: -19868.932 eV
Structure (SMILES): C/C=C(\C=S)B(O)O

Cartesian coordinates (Å):
C -2.14516 1.13160 0.25141
C -1.16779 0.04711 -0.06767
C 0.16366 0.13403 -0.18866
C 0.87031 1.33530 -0.04441
S 2.37298 1.50680 -0.57778
B 1.18226 -1.21708 -0.15497
O 1.52800 -2.01879 -1.25498
O 1.57701 -1.49736 1.18650
H -1.84540 1.73944 1.11461
H -3.12027 0.63904 0.33791
H -2.20119 1.76195 -0.60876
H -1.61019 -0.76178 -0.53483
H 0.38352 2.30235 0.12485
H 1.84334 -2.86689 -0.82188
H 2.16892 -2.23573 1.23865

Cartesian forces, eV/Å:
C 0.2 -0.6 0.3
C 0.7 1.7 -0.5
C 0.8 -3.1 1.0
C 0.1 2.3 -0.6
S 1.3 -0.1 0.0
B -0.6 0.9 0.3
O -0.1 -0.7 2.5
O -1.0 0.7 -2.1
H -0.4 -0.3 -0.2
H 0.1 0.5 0.5
H -0.2 0.7 -0.6
H -0.9 -2.2 -0.2
H -0.4 -0.5 0.5
H -0.3 1.2 -1.3
H 0.6 -0.6 0.2